Computed, not measured: a 6-piece molecular cluster, C35H68Br12I2N3O7P3S overall, with ωB97M-V/def2-TZVPD.

Geometry as ORCA input:
```
! RIJCOSX wB97M-V def2-TZVPD def2/J DEFGRID3
* xyz 0 1
C 0.79 -2.87 2.85
C 1.49 -1.97 2.45
C 2.30 -0.80 1.88
P 2.41 0.25 3.48
N 3.10 -0.63 4.60
C 1.72 -0.16 0.52
C 0.30 -0.68 0.04
C -0.89 -0.96 0.99
C -2.25 -0.34 0.44
C -3.46 -1.25 0.81
C -4.75 -0.41 0.49
O -5.87 -1.31 0.21
C -6.93 -0.37 -0.33
C -6.92 -0.31 -1.89
P 1.25 1.65 0.98
N 0.01 1.78 1.95
C 2.76 -0.16 -0.76
C 2.02 0.33 -2.11
C 0.97 -0.46 -2.93
C 1.03 -0.03 -4.46
C 3.71 1.15 -0.68
C 4.62 1.48 0.52
O 5.15 2.81 0.25
C 4.38 3.85 0.83
C 4.49 3.98 2.39
C 3.59 -1.47 -0.98
C 2.84 -2.75 -1.58
I 1.89 -4.18 -0.22
C 2.79 -3.16 -2.88
C 3.42 -2.37 -4.02
I 1.81 -4.98 -3.56
P 5.37 -1.35 -1.69
N 5.60 -0.50 -2.97
O 5.75 -2.91 -2.07
O 6.46 -1.05 -0.50
O 4.06 -2.19 0.25
S 3.98 -1.63 1.71
O 3.99 -2.81 2.55
O 5.04 -0.84 2.30
H 0.15 -3.74 2.88
H 1.09 0.51 3.96
H 3.10 1.47 3.38
H 2.41 -0.78 5.34
H 0.49 -1.60 -0.56
H -0.10 0.15 -0.59
H -0.80 -0.66 2.05
H -1.08 -2.06 1.01
H -2.37 0.62 1.00
H -2.20 -0.13 -0.65
H -3.42 -1.48 1.89
H -3.42 -2.17 0.18
H -4.95 0.28 1.34
H -4.53 0.23 -0.39
H -7.90 -0.66 0.10
H -6.64 0.61 0.11
H -6.38 0.59 -2.26
H -6.42 -1.19 -2.35
H -7.98 -0.24 -2.22
H 0.88 2.38 -0.20
H 2.31 2.35 1.56
H -0.75 2.28 1.50
H 1.49 1.27 -1.81
H 2.77 0.71 -2.85
H -0.05 -0.05 -2.68
H 0.80 -1.53 -2.78
H 0.57 -0.80 -5.12
H 0.44 0.91 -4.60
H 2.06 0.20 -4.79
H 4.39 1.19 -1.57
H 3.13 2.09 -0.86
H 4.20 1.42 1.54
H 5.57 0.91 0.59
H 4.77 4.81 0.42
H 3.31 3.82 0.48
H 4.63 3.01 2.91
H 5.34 4.67 2.69
H 3.53 4.41 2.75
H 2.95 -2.70 -4.98
H 4.50 -2.56 -4.18
H 3.29 -1.27 -4.00
H 4.72 -0.05 -3.19
H 6.05 -3.37 -1.27
H 6.84 -0.18 -0.79
Br 6.79 7.55 1.95
C 8.09 7.70 3.40
C 8.23 6.41 4.15
Br 6.72 6.12 5.35
H 7.77 8.53 4.02
H 9.02 7.97 2.91
H 9.10 6.43 4.79
H 8.28 5.54 3.50
Br -8.83 -0.66 3.04
C -9.48 1.17 3.22
C -10.14 1.64 1.95
Br -8.82 2.09 0.59
H -8.63 1.78 3.51
H -10.20 1.14 4.04
H -10.70 2.56 2.13
H -10.80 0.90 1.51
Br 0.10 -3.20 -6.38
C 0.35 -3.73 -8.23
C 1.79 -3.57 -8.65
Br 2.23 -1.70 -8.98
H -0.34 -3.14 -8.83
H 0.05 -4.78 -8.27
H 1.97 -4.08 -9.60
H 2.49 -3.94 -7.91
Br 8.70 0.97 0.22
C 10.29 -0.12 0.50
C 9.93 -1.46 1.09
Br 9.53 -1.32 2.99
H 10.97 0.45 1.12
H 10.73 -0.25 -0.49
H 10.78 -2.15 1.03
H 9.06 -1.92 0.62
Br -13.30 0.23 5.26
C -14.16 1.97 5.15
C -13.43 2.88 4.21
Br -11.81 3.59 5.03
H -14.23 2.36 6.16
H -15.17 1.76 4.78
H -14.03 3.76 3.97
H -13.13 2.39 3.28
Br -6.88 -2.76 -0.38
C -8.08 -4.19 -1.06
C -7.32 -5.46 -1.32
Br -6.29 -5.35 -2.98
H -8.58 -3.80 -1.95
H -8.82 -4.35 -0.27
H -8.00 -6.30 -1.47
H -6.61 -5.71 -0.53
*
```

Values from the calculation:
M = 1980.588 g mol⁻¹
DFT total energy = -951599.8407 eV
lowest unoccupied orbital energy = -0.4 eV
HOMO level = -8.25 eV